No. 1
14
Properties=species:S:1:pos:R:3 method="wB97M-V/def2-TZVPD" total_charge=+4 multiplicity=8 de_lowest_kcal_mol=170.1 largest_force_ev_per_a=12.2 mol_weight_g_mol=323.98 lumo_energy_ev="-20.5 / -24.1"
V -0.50975 -0.54057 -1.42839
Ru 0.14171 -0.11351 0.85228
Cl -0.91243 1.68588 -0.42027
Cl 1.45976 -1.46398 -0.60687
C 0.00010 -1.55393 1.97040
C 0.01980 0.61336 -2.78422
C -0.02426 -1.69807 -2.86516
O -0.13362 -2.45931 2.71302
O 0.41482 1.28779 -3.64321
O 0.48217 -2.24727 -3.75797
N -0.20852 1.38937 2.32099
H -1.14015 1.79810 2.28065
H 0.44469 2.13961 2.07623
H -0.03430 1.16252 3.29252

No. 2
10
Properties=species:S:1:pos:R:3 method="wB97M-V/def2-TZVPD" de_lowest_kcal_mol=76.8 largest_force_ev_per_a=3.0 mol_weight_g_mol=156.04 lumo_energy_ev=0.5
Cl 1.59913 0.75500 -1.98789
C 1.22701 0.97132 -0.31878
N 0.30488 1.66161 0.11549
Cl -0.64332 2.66155 -0.92129
H 1.86001 0.48087 0.46614
C -1.73579 -0.55000 0.08802
C -0.73881 -1.03780 0.49488
S 0.69912 -1.81789 0.81478
H -2.74677 -0.24232 0.03416
H 0.17454 -2.88235 1.21450